(1)
Below is C22H20AuBN10 as an isolated structure, with properties calculated with wB97M-V/def2-TZVPD.

Last column: Löwdin spin population.
Atoms and positions in Å:
Au  -0.43  -0.46  -0.98  0.00
C  3.75  -0.46  -1.31  0.00
C  2.50  -0.91  -1.70  0.00
N  1.57  -0.38  -0.90  0.00
N  2.18  0.44  -0.01  0.00
C  3.50  0.38  -0.24  0.00
B  1.37  1.41  0.94  0.01
N  0.58  0.70  2.01  0.00
C  0.49  0.86  3.36  0.00
C  -0.46  0.00  3.83  0.00
C  -0.93  -0.66  2.68  0.00
N  -0.31  -0.24  1.59  0.00
N  0.40  2.21  0.00  0.00
C  0.11  3.52  -0.11  0.00
C  -0.74  3.73  -1.18  0.00
C  -0.97  2.46  -1.69  0.00
N  -0.31  1.56  -0.96  0.00
N  2.46  2.34  1.59  0.12
C  2.92  3.53  1.37  0.17
C  3.99  3.78  2.31  0.44
C  4.07  2.57  3.06  0.03
N  3.21  1.70  2.64  0.20
H  4.70  -0.71  -1.74  0.00
H  2.22  -1.57  -2.51  0.00
H  4.20  0.92  0.37  0.00
H  1.10  1.56  3.89  0.00
H  -0.78  -0.13  4.85  0.00
H  -1.69  -1.43  2.62  0.00
H  0.49  4.25  0.59  0.00
H  -1.12  4.66  -1.54  0.00
H  -1.58  2.15  -2.52  0.00
H  2.57  4.19  0.59  0.00
H  4.59  4.68  2.38  0.02
H  4.75  2.33  3.86  0.00
C  -4.68  0.18  -1.13  0.00
C  -5.12  -1.06  -1.57  0.00
C  -4.21  -2.09  -1.75  0.00
C  -2.87  -1.86  -1.52  0.00
N  -2.45  -0.63  -1.14  0.00
C  -3.32  0.36  -0.92  0.00
C  -1.83  -2.90  -1.53  0.00
C  -2.06  -4.23  -1.79  0.00
C  -1.02  -5.15  -1.63  0.00
C  0.21  -4.70  -1.19  0.00
C  0.39  -3.35  -0.96  0.00
N  -0.60  -2.47  -1.15  0.00
H  -5.36  0.99  -0.93  0.00
H  -6.18  -1.23  -1.76  0.00
H  -4.55  -3.06  -2.06  0.00
H  -2.93  1.30  -0.56  0.00
H  -3.04  -4.57  -2.10  0.00
H  -1.19  -6.20  -1.83  0.00
H  1.03  -5.38  -1.01  0.00
H  1.34  -2.96  -0.61  0.00

Output
total energy: -1557.51657 hartree
orbital gap (alpha / beta): 7.3 / 4.9 eV
strongest force on any atom: 0.3 eV/A
highest occupied orbital energy (alpha / beta): -17.20 / -17.20 eV
2S+1: 2
total charge: +3

(2)
Below is C22H20AuN6OPS as an isolated structure, with properties calculated with wB97M-V/def2-TZVPD.

Last column: natural (NBO) charge in e.
Atoms and positions in Å:
Au  10.44  10.26  11.51  0.55
N  9.63  7.45  14.43  -0.61
N  10.47  8.38  15.18  -0.44
C  10.51  9.68  14.82  0.33
N  11.52  10.42  15.29  -0.78
S  9.38  10.39  13.72  -0.32
H  8.89  8.12  14.08  0.39
H  9.13  6.97  15.21  0.36
H  11.43  8.05  15.49  0.40
H  12.12  10.12  16.02  0.40
H  11.58  11.41  14.99  0.44
C  6.33  6.61  10.39  -0.20
C  6.68  7.71  11.14  -0.15
C  7.94  8.31  11.01  -0.22
C  8.89  7.76  10.25  -0.37
C  8.62  6.53  9.57  -0.19
C  7.36  6.01  9.60  -0.21
P  10.47  8.64  9.96  0.91
C  10.78  8.90  8.23  -0.36
C  10.80  10.34  7.73  -0.33
C  11.12  10.43  6.22  -0.12
C  11.39  9.20  5.46  -0.08
C  11.36  7.98  6.05  -0.29
C  11.05  7.86  7.43  -0.13
C  11.64  7.35  10.58  -0.24
C  12.99  7.45  10.16  -0.24
C  13.91  6.58  10.63  -0.22
C  13.62  5.60  11.58  -0.21
C  12.36  5.66  12.15  -0.21
C  11.32  6.49  11.63  -0.24
H  5.34  6.20  10.23  0.22
H  5.88  8.16  11.72  0.21
H  8.06  9.23  11.59  0.24
H  9.44  6.03  8.96  0.22
H  7.15  5.17  8.98  0.21
H  11.38  11.11  8.28  0.25
H  11.96  11.21  5.97  0.20
H  11.66  9.31  4.42  0.22
H  11.42  7.17  5.32  0.23
H  11.21  6.96  7.97  0.21
H  13.27  8.38  9.54  0.23
H  14.91  6.60  10.12  0.22
H  14.39  4.81  11.83  0.23
H  12.06  4.97  13.01  0.21
H  10.32  6.28  11.90  0.24
O  8.77  11.72  10.05  -0.60
N  7.95  11.31  9.17  0.04
C  8.18  11.15  7.89  -0.20
C  9.48  10.92  7.24  0.27
N  9.65  10.99  5.90  -0.38
C  7.07  11.20  7.09  0.29
N  6.13  11.34  6.42  -0.36

Output
energy above the lowest of the compared OMol25 structures with the same formula, charge and spin: 0.000 eV
total energy: -2129.10814 hartree
orbital gap: 6.1 eV
strongest force on any atom: 4.6 eV/A
highest occupied orbital energy: -6.69 eV

(3)
Below is a 2-piece molecular cluster, C22H20Br2N overall, with properties calculated with wB97M-V/def2-TZVPD.

Last column: natural (NBO) charge in e.
Atoms and positions in Å:
Br  -6.58  1.40  2.13  0.15
C  -4.92  0.51  2.33  -0.01
C  -4.89  -0.90  2.40  -0.25
C  -3.67  -1.55  2.57  -0.14
C  -2.46  -0.83  2.71  -0.09
C  -1.20  -1.52  2.73  0.05
C  0.02  -0.85  2.61  -0.34
C  1.28  -1.45  2.63  0.02
C  2.51  -0.73  2.48  -0.08
C  3.73  -1.45  2.39  -0.13
C  4.95  -0.79  2.29  -0.25
C  4.99  0.61  2.27  -0.02
Br  6.66  1.50  2.17  0.14
C  3.80  1.35  2.30  -0.25
C  2.57  0.69  2.40  -0.14
C  -2.53  0.59  2.66  -0.14
C  -3.74  1.25  2.45  -0.24
H  -5.81  -1.46  2.29  0.25
H  -3.64  -2.65  2.54  0.22
H  -1.20  -2.60  2.56  0.24
H  -0.02  0.21  2.34  0.21
H  1.35  -2.54  2.74  0.23
H  3.69  -2.54  2.41  0.23
H  5.88  -1.36  2.26  0.25
H  3.84  2.43  2.27  0.25
H  1.65  1.28  2.44  0.22
H  -1.62  1.20  2.74  0.22
H  -3.77  2.33  2.36  0.25
C  2.64  -6.97  5.88  -0.63
C  1.51  -6.01  5.63  -0.03
C  1.35  -4.88  6.45  -0.19
C  0.39  -3.92  6.16  -0.26
C  -0.43  -4.09  5.03  0.20
N  -1.27  -3.06  4.65  -0.80
C  -0.38  -5.29  4.29  -0.27
C  0.61  -6.22  4.58  -0.19
H  2.63  -7.77  5.14  0.22
H  3.60  -6.45  5.83  0.22
H  2.57  -7.42  6.88  0.23
H  1.99  -4.76  7.32  0.22
H  0.22  -3.05  6.80  0.21
H  -2.18  -3.33  4.28  0.39
H  -1.24  -2.19  5.17  0.40
H  -1.13  -5.47  3.51  0.21
H  0.69  -7.14  3.99  0.22

Output
energy above the lowest of the compared OMol25 structures with the same formula, charge and spin: 0.061 eV
total energy: -6052.83861 hartree
orbital gap: 5.1 eV
strongest force on any atom: 1.5 eV/A
highest occupied orbital energy: -10.60 eV
total charge: +1

(4)
Below is C22H20BrCl3GeN4O2PtS as an isolated structure, with properties calculated with wB97M-V/def2-TZVPD.

Last column: natural (NBO) charge in e.
Atoms and positions in Å:
Pt  -1.57  -0.97  -1.25  0.81
N  -2.59  -2.21  0.01  -0.60
N  -2.45  -3.58  -0.29  -0.43
C  -2.04  -3.95  -1.51  0.32
N  -2.10  -5.23  -1.84  -0.73
S  -1.41  -2.80  -2.61  0.02
H  -2.20  -1.96  0.95  0.48
H  -3.58  -1.95  -0.02  0.42
H  -2.85  -4.23  0.37  0.43
H  -2.53  -5.93  -1.25  0.43
H  -1.74  -5.53  -2.74  0.44
Cl  -0.73  3.05  -4.77  0.15
C  0.49  1.93  -4.18  -0.26
Cl  1.73  2.77  -3.24  0.12
Cl  1.20  0.99  -5.47  0.14
C  -0.18  0.99  -3.25  0.47
N  -0.67  0.27  -2.53  -0.38
Ge  0.72  -1.20  0.31  1.43
C  1.74  -1.56  -1.27  -0.45
C  1.94  -2.90  -1.64  -0.22
C  2.80  -3.22  -2.67  -0.19
C  3.45  -2.21  -3.37  -0.16
C  3.27  -0.88  -3.01  -0.21
C  2.42  -0.55  -1.96  -0.23
C  1.21  0.32  1.33  -0.45
C  1.45  0.14  2.69  -0.20
C  1.86  1.22  3.46  -0.20
C  1.97  2.48  2.89  -0.15
C  1.70  2.67  1.54  -0.19
C  1.33  1.59  0.76  -0.23
H  0.33  -2.50  1.02  -0.14
H  1.44  -3.69  -1.09  0.21
H  2.97  -4.25  -2.93  0.24
H  4.13  -2.46  -4.18  0.24
H  3.80  -0.10  -3.53  0.24
H  2.32  0.48  -1.66  0.22
H  1.33  -0.83  3.16  0.23
H  2.06  1.08  4.52  0.24
H  2.26  3.32  3.50  0.24
H  1.78  3.65  1.11  0.23
H  1.11  1.75  -0.30  0.21
Br  -1.91  5.68  4.53  0.14
C  -1.91  4.11  3.50  -0.05
C  -1.98  4.20  2.12  -0.25
C  -1.96  3.04  1.37  -0.15
C  -1.88  1.80  2.00  -0.17
C  -1.83  1.72  3.39  -0.14
C  -1.84  2.88  4.15  -0.25
C  -1.79  0.56  1.22  0.80
O  -1.66  -0.55  1.76  -0.74
O  -1.83  0.69  -0.08  -0.73
H  -2.04  5.17  1.64  0.24
H  -2.02  3.10  0.29  0.23
H  -1.76  0.76  3.87  0.24
H  -1.80  2.84  5.22  0.25

Output
energy above the lowest of the compared OMol25 structures with the same formula, charge and spin: 0.239 eV
total energy: -7768.33538 hartree
orbital gap: 6.2 eV
strongest force on any atom: 0.6 eV/A
highest occupied orbital energy: -13.38 eV
total charge: +2